# 1
{"formula": "C34H34BaClF6NOP", "method": "ωB97M-V/def2-TZVPD", "species": ["Ba", "Cl", "C", "C", "C", "C", "C", "C", "P", "C", "C", "C", "C", "C", "C", "C", "C", "C", "C", "C", "C", "H", "H", "H", "H", "H", "H", "H", "H", "H", "H", "H", "H", "H", "H", "C", "C", "C", "C", "C", "C", "C", "C", "C", "C", "C", "C", "N", "H", "H", "H", "H", "H", "H", "H", "H", "H", "H", "H", "H", "H", "H", "H", "H", "H", "C", "C", "O", "C", "F", "F", "F", "C", "F", "F", "F", "H", "H", "H"], "xyz": [[-0.135, 0.411, 1.147], [-0.015, -3.013, 0.263], [0.753, -3.368, -1.258], [0.173, -4.334, -2.062], [0.761, -4.649, -3.275], [1.924, -4.001, -3.664], [2.493, -3.037, -2.847], [1.919, -2.694, -1.623], [2.539, -1.324, -0.573], [3.172, -2.215, 0.896], [3.468, -3.576, 0.916], [3.898, -4.183, 2.087], [4.036, -3.438, 3.250], [3.746, -2.081, 3.241], [3.314, -1.476, 2.070], [4.063, -0.853, -1.468], [3.941, 0.169, -2.410], [5.036, 0.572, -3.161], [6.269, -0.031, -2.963], [6.403, -1.038, -2.016], [5.305, -1.450, -1.274], [-0.739, -4.816, -1.740], [0.306, -5.393, -3.914], [2.387, -4.240, -4.612], [3.395, -2.533, -3.168], [3.344, -4.167, 0.016], [4.114, -5.244, 2.093], [4.357, -3.917, 4.166], [3.832, -1.497, 4.147], [3.075, -0.418, 2.073], [2.979, 0.650, -2.551], [4.925, 1.364, -3.890], [7.127, 0.287, -3.541], [7.366, -1.504, -1.854], [5.417, -2.236, -0.536], [-4.052, -1.081, 0.018], [-3.052, -0.608, -1.041], [-2.922, -1.632, -2.168], [-3.365, 0.791, -1.522], [-4.388, 1.009, -2.424], [-4.719, 2.284, -2.878], [-3.977, 3.360, -2.391], [-2.948, 3.203, -1.479], [-2.179, 4.383, -0.936], [-2.170, 5.611, -1.843], [-2.692, 4.752, 0.458], [-2.581, 1.889, -0.970], [-1.602, 1.703, -0.096], [-3.776, -2.059, 0.430], [-5.053, -1.162, -0.414], [-4.097, -0.360, 0.837], [-2.080, -0.518, -0.546], [-3.875, -1.779, -2.684], [-2.606, -2.607, -1.776], [-2.190, -1.302, -2.908], [-4.959, 0.159, -2.795], [-5.525, 2.433, -3.588], [-4.222, 4.359, -2.743], [-1.150, 4.027, -0.806], [-3.165, 6.059, -1.924], [-1.837, 5.355, -2.852], [-1.500, 6.378, -1.442], [-3.720, 5.125, 0.397], [-2.071, 5.526, 0.926], [-2.680, 3.863, 1.088], [-1.530, 2.706, 4.003], [-1.218, 1.245, 4.358], [-0.632, 0.567, 3.344], [-0.271, 1.225, 5.583], [0.044, -0.016, 5.990], [0.896, 1.833, 5.269], [-0.761, 1.877, 6.661], [-2.555, 0.548, 4.724], [-2.391, -0.737, 5.090], [-3.376, 0.554, 3.663], [-3.213, 1.157, 5.739], [-0.592, 3.221, 3.802], [-2.068, 3.230, 4.792], [-2.121, 2.703, 3.087]], "multiplicity": 1, "max_force_ha_per_bohr": 0.03523, "homo_energy_ev": -1.90, "total_energy_ha": -2872.3288, "total_charge": -1}

# 2
{"formula": "C34H34CaN5O3PS3Te", "method": "ωB97M-V/def2-TZVPD", "species": ["Ca", "N", "C", "C", "C", "C", "C", "C", "C", "C", "N", "C", "H", "H", "H", "H", "H", "H", "H", "H", "C", "C", "C", "C", "C", "C", "C", "C", "S", "C", "N", "C", "C", "C", "C", "C", "C", "C", "C", "H", "H", "H", "H", "H", "H", "H", "H", "H", "H", "H", "H", "H", "H", "H", "H", "S", "C", "S", "C", "C", "N", "C", "N", "C", "C", "O", "P", "O", "Te", "O", "C", "C", "H", "H", "H", "H", "H", "H", "H", "H", "H", "H"], "xyz": [[-0.230, -1.416, 1.194], [2.505, -2.729, 1.611], [2.821, -3.861, 0.940], [3.851, -4.706, 1.278], [4.114, -5.847, 0.538], [3.398, -6.188, -0.570], [2.261, -5.402, -0.898], [1.468, -5.680, -2.029], [0.389, -4.858, -2.269], [0.033, -3.873, -1.322], [0.785, -3.543, -0.292], [1.931, -4.240, -0.119], [2.298, -1.926, 0.977], [3.103, -2.488, 2.382], [4.557, -4.353, 2.029], [4.985, -6.437, 0.818], [3.650, -7.065, -1.162], [1.714, -6.478, -2.721], [-0.275, -4.981, -3.102], [-0.902, -3.335, -1.463], [-3.680, 2.474, -1.821], [-2.653, 3.572, -1.483], [-3.278, 4.934, -1.763], [-1.429, 3.431, -2.414], [-2.211, 3.362, -0.052], [-2.428, 4.347, 0.952], [-2.093, 4.103, 2.277], [-1.563, 2.865, 2.623], [-0.989, 2.324, 4.144], [-0.398, 0.859, 3.446], [-0.665, 0.789, 2.167], [-1.315, 1.910, 1.673], [-1.660, 2.140, 0.313], [0.252, -0.146, 4.290], [0.647, 0.256, 5.570], [1.326, -0.621, 6.382], [1.520, -1.932, 5.951], [1.049, -2.295, 4.679], [0.464, -1.398, 3.730], [-4.073, 2.680, -2.833], [-4.531, 2.521, -1.149], [-3.297, 1.477, -1.717], [-3.538, 4.994, -2.838], [-2.540, 5.721, -1.551], [-4.171, 5.075, -1.160], [-1.788, 3.362, -3.456], [-0.809, 2.546, -2.172], [-0.755, 4.295, -2.351], [-2.823, 5.303, 0.686], [-2.165, 4.860, 3.047], [-1.599, 1.362, -0.433], [0.490, 1.273, 5.914], [1.661, -0.343, 7.371], [2.038, -2.672, 6.558], [1.263, -3.314, 4.403], [-2.973, -1.854, 2.127], [-3.524, -1.380, 0.550], [-2.508, -1.306, -0.866], [-4.898, -1.016, 0.409], [-5.850, -0.941, 1.455], [-6.674, -0.876, 2.253], [-5.566, -0.609, -0.779], [-6.169, -0.254, -1.692], [0.643, 0.835, -4.567], [1.828, 0.289, -3.763], [1.554, 0.596, -2.356], [2.443, 0.189, -1.086], [1.642, -0.633, -0.072], [4.495, -0.728, -1.564], [2.683, 1.606, -0.387], [3.243, 2.722, -1.075], [2.481, 3.391, -2.202], [0.743, 0.496, -5.593], [0.669, 1.934, -4.468], [-0.285, 0.457, -4.145], [2.804, 0.696, -4.073], [1.892, -0.793, -3.833], [4.272, 2.460, -1.375], [3.363, 3.414, -0.257], [2.407, 2.725, -3.062], [3.108, 4.238, -2.508], [1.458, 3.633, -1.870]], "multiplicity": 1, "max_force_ha_per_bohr": 0.03504, "homo_energy_ev": -2.07, "total_energy_ha": -4297.3832, "relative_energy_kj_mol": 0.00, "total_charge": -2}

# 3
{"formula": "C34H34O2PPdS2", "method": "ωB97M-V/def2-TZVPD", "species": ["Pd", "C", "C", "C", "C", "C", "C", "P", "C", "C", "C", "C", "C", "C", "C", "C", "C", "C", "C", "C", "H", "H", "H", "H", "H", "H", "H", "H", "H", "H", "H", "H", "H", "H", "C", "S", "C", "O", "H", "H", "H", "H", "H", "H", "O", "S", "C", "C", "C", "C", "C", "C", "C", "C", "C", "C", "C", "C", "C", "C", "H", "H", "H", "H", "H", "H", "H", "H", "H", "H", "H", "H", "H", "H"], "xyz": [[-0.207, 0.651, -0.549], [-2.551, -1.451, -7.034], [-1.379, -2.068, -6.590], [-0.903, -1.799, -5.326], [-1.573, -0.849, -4.531], [-2.786, -0.272, -4.951], [-3.242, -0.550, -6.220], [-0.856, -0.347, -2.976], [-1.845, 0.985, -2.204], [-2.852, 0.631, -1.272], [-3.727, 1.597, -0.812], [-3.616, 2.911, -1.264], [-2.621, 3.266, -2.174], [-1.724, 2.325, -2.635], [0.789, 0.313, -3.155], [1.584, 0.267, -4.310], [2.878, 0.747, -4.242], [3.392, 1.219, -3.037], [2.604, 1.261, -1.880], [1.315, 0.808, -1.948], [-2.947, -1.700, -8.010], [-0.860, -2.773, -7.224], [-0.030, -2.319, -4.952], [-3.334, 0.404, -4.309], [-4.144, -0.072, -6.578], [-2.993, -0.407, -0.990], [-4.515, 1.326, -0.121], [-4.321, 3.659, -0.924], [-2.569, 4.280, -2.551], [-0.977, 2.598, -3.370], [1.191, -0.118, -5.240], [3.492, 0.764, -5.132], [4.420, 1.551, -2.976], [3.044, 1.628, -0.961], [-1.271, 4.085, 2.195], [-0.634, 3.139, 0.803], [1.124, 3.408, 1.118], [-0.845, 1.678, 1.228], [-0.734, 3.800, 3.098], [-2.329, 3.847, 2.290], [-1.149, 5.149, 1.991], [1.342, 4.475, 1.082], [1.680, 2.890, 0.339], [1.357, 2.999, 2.099], [-0.103, -1.450, 0.228], [1.036, -2.131, 0.977], [1.742, -0.762, 1.988], [2.832, -1.244, 2.888], [3.971, -1.852, 2.353], [4.989, -2.281, 3.187], [4.874, -2.117, 4.563], [3.748, -1.506, 5.102], [2.727, -1.081, 4.269], [0.209, -3.163, 2.269], [-0.618, -2.418, 3.260], [-1.783, -1.745, 2.870], [-2.613, -1.184, 3.822], [-2.283, -1.272, 5.173], [-1.123, -1.928, 5.567], [-0.282, -2.478, 4.616], [0.906, -0.315, 2.528], [2.109, -0.073, 1.215], [4.051, -1.986, 1.279], [5.873, -2.742, 2.770], [5.656, -2.484, 5.213], [3.677, -1.361, 6.171], [1.849, -0.600, 4.683], [1.022, -3.715, 2.742], [-0.395, -3.845, 1.669], [-2.029, -1.673, 1.819], [-3.524, -0.680, 3.528], [-2.925, -0.821, 5.917], [-0.882, -2.021, 6.617], [0.611, -3.010, 4.920]], "multiplicity": 1, "max_force_ha_per_bohr": 0.06688, "homo_energy_ev": -15.30, "total_energy_ha": -2730.9461, "relative_energy_kj_mol": 107.35, "total_charge": 3}